ORCA calculation (ωB97M-V/def2-TZVPD) on one molecule with the formula C6H9N in a non-equilibrium geometry.

```
! RIJCOSX wB97M-V def2-TZVPD def2/J DEFGRID3
* xyz 0 1
C -0.530 1.892 -0.696
N 0.655 1.117 -0.391
C 0.538 0.292 0.769
C -0.385 -0.916 0.830
C -0.547 -1.511 -0.529
C 0.812 -1.904 -0.183
C 1.244 -0.996 0.796
H -1.455 1.297 -0.784
H -0.369 2.439 -1.630
H -0.684 2.631 0.100
H 0.584 0.851 1.705
H -0.949 -1.193 1.713
H -0.729 -0.849 -1.373
H -1.156 -2.404 -0.664
H 1.013 0.544 -1.216
H 1.959 -1.290 1.553
*
```

Results
energy = -7852.8839 eV
energy above the lowest of the compared OMol25 structures with the same formula, charge and spin = 509.0 kJ/mol
orbital gap = 0.3083 Ha

Charges computed using Löwdin, reported in e: -0.13 -0.09 -0.30 -0.11 -0.20 0.00 -0.16 0.07 0.08 0.08 0.15 0.14 0.10 0.10 0.15 0.12

---

ORCA calculation (ωB97M-V/def2-TZVPD) on C5H7NO as an isolated structure.

```
! RIJCOSX wB97M-V def2-TZVPD def2/J DEFGRID3
* xyz 0 1
C -1.347 0.817 -2.069
N -0.369 -0.091 -1.481
C 0.036 0.122 -0.330
O -0.243 1.263 0.508
C 0.843 1.074 1.270
C 0.665 -1.313 1.735
C 1.097 -0.316 0.650
H -0.923 1.256 -2.978
H -2.229 0.241 -2.364
H -1.655 1.624 -1.394
H 0.903 -0.874 2.717
H -0.410 -1.495 1.709
H 1.181 -2.274 1.668
H 2.088 -0.533 0.245
*
```

Results
energy = -8832.1985 eV
energy above the lowest of the compared OMol25 structures with the same formula, charge and spin = 386.4 kJ/mol
orbital gap = 0.3585 Ha

Charges computed using Löwdin, reported in e: -0.10 0.08 -0.33 0.00 0.08 -0.06 -0.28 0.08 0.08 0.08 0.08 0.09 0.08 0.14

---

ORCA calculation (ωB97M-V/def2-TZVPD) on a 2-piece molecular cluster, CH7N2PS overall in a non-equilibrium geometry.

```
! RIJCOSX wB97M-V def2-TZVPD def2/J DEFGRID3
* xyz 0 1
C 1.476 -0.662 -0.674
N -0.205 -0.252 1.107
N 0.105 -0.501 -0.254
P -1.136 -0.188 -1.362
S -1.405 2.462 0.196
H 2.071 0.092 -0.097
H 2.008 -1.702 -0.545
H 1.601 -0.579 -1.748
H 0.434 -0.495 1.812
H -0.605 0.700 1.119
H -2.108 -0.885 -0.544
H -2.236 2.009 0.989
*
```

Results
energy = -24251.4076 eV
energy above the lowest of the compared OMol25 structures with the same formula, charge and spin = 398.4 kJ/mol
orbital gap (alpha / beta) = 0.2498 / 0.2497 Ha

Charges computed using Löwdin, reported in e: -0.17 -0.01 -0.63 0.91 0.19 0.09 0.11 0.05 0.07 -0.09 -0.10 -0.41

---

ORCA calculation (ωB97M-V/def2-TZVPD) on a 2-piece molecular cluster, C4H11NO overall in a non-equilibrium geometry.

```
! RIJCOSX wB97M-V def2-TZVPD def2/J DEFGRID3
* xyz 0 1
C 1.600 -1.016 0.225
C 0.340 -0.784 -0.621
C -0.199 0.501 -0.011
N 0.985 1.237 0.402
C 2.162 0.395 0.265
H 2.256 -1.737 -0.248
H 1.311 -1.299 1.233
H 0.614 -0.639 -1.662
H -0.340 -1.615 -0.499
H -0.881 1.121 -0.595
H -0.759 0.221 0.886
H 1.176 2.194 0.171
H 2.749 0.545 -0.651
H 2.895 0.602 1.035
O -3.778 -0.255 -0.040
H -3.901 0.339 -0.789
H -4.475 -0.922 -0.039
*
```

Results
energy = -7863.4498 eV
energy above the lowest of the compared OMol25 structures with the same formula, charge and spin = 106.5 kJ/mol
orbital gap = 0.3236 Ha

Charges computed using Löwdin, reported in e: -0.18 -0.19 -0.24 -0.07 -0.26 0.10 0.11 0.11 0.10 0.11 0.10 0.10 0.10 0.10 -0.06 0.03 0.04

---

ORCA calculation (ωB97M-V/def2-TZVPD) on C21H47CoOP3S as an isolated structure in a non-equilibrium geometry.

```
! RIJCOSX wB97M-V def2-TZVPD def2/J DEFGRID3
* xyz 3 5
Co 0.414 -1.171 -1.564
P -1.589 -1.101 -2.435
P -0.527 -1.761 0.514
P 1.278 -3.050 -1.912
H 2.600 0.082 -2.652
C 1.690 -0.505 -2.861
C 0.440 0.233 -2.820
H 0.362 1.175 -2.266
C -2.365 0.510 -2.080
C -2.861 -2.308 -1.895
C -1.830 -1.331 -4.236
C 0.626 -1.807 1.940
C -1.899 -0.761 1.224
C -1.257 -3.453 0.771
C 2.587 -3.333 -3.137
C 0.251 -4.520 -2.268
C 2.112 -3.649 -0.380
H 1.858 -1.133 -3.758
H -0.141 0.187 -3.767
H -1.773 1.325 -2.512
H -2.469 0.698 -1.008
H -3.358 0.511 -2.541
H -3.206 -2.120 -0.875
H -2.475 -3.330 -1.986
H -3.705 -2.181 -2.581
H -1.571 -0.436 -4.808
H -2.889 -1.555 -4.401
H -1.234 -2.179 -4.591
H 0.397 -2.671 2.583
H 0.524 -0.882 2.522
H 1.663 -1.891 1.601
H -2.365 -1.333 2.044
H -2.661 -0.524 0.472
H -1.497 0.174 1.638
H -1.535 -3.502 1.831
H -0.537 -4.249 0.567
H -2.154 -3.611 0.168
H 2.804 -4.409 -3.198
H 3.474 -2.755 -2.849
H 2.264 -2.972 -4.119
H 0.955 -5.346 -2.425
H -0.360 -4.362 -3.159
H -0.416 -4.742 -1.434
H 2.771 -4.479 -0.663
H 1.373 -3.983 0.360
H 2.708 -2.856 0.084
C 1.736 1.384 1.667
C 2.883 0.647 2.018
C 3.735 0.182 1.012
C 3.489 0.574 -0.308
C 2.521 1.537 -0.611
C 1.614 1.898 0.372
S 0.324 1.606 2.679
H 0.811 2.566 3.461
H 3.035 0.393 3.063
H 4.597 -0.462 1.225
H 4.064 0.127 -1.110
H 2.440 2.027 -1.581
H 0.709 2.454 0.158
C -2.669 4.297 5.079
C -2.224 4.710 3.689
O -0.836 4.417 3.538
C -0.008 5.510 3.143
C 0.020 5.779 1.640
H -2.228 4.965 5.826
H -2.353 3.275 5.308
H -3.753 4.358 5.172
H -2.755 4.110 2.939
H -2.424 5.782 3.529
H -0.314 6.427 3.680
H 0.996 5.215 3.472
H -0.047 6.858 1.468
H 0.969 5.416 1.227
H -0.809 5.303 1.110
*
```

Results
expectation value of S² = 6.0255
energy = -100885.2939 eV
energy above the lowest of the compared OMol25 structures with the same formula, charge and spin = 254.3 kJ/mol
orbital gap (alpha / beta) = 0.3233 / 0.1619 Ha

Charges computed using Löwdin, reported in e: 0.18 0.77 0.83 0.77 0.08 -0.20 -0.28 0.08 -0.19 -0.22 -0.19 -0.23 -0.23 -0.22 -0.22 -0.20 -0.21 0.07 0.07 0.06 0.04 0.08 0.04 0.05 0.07 0.07 0.07 0.07 0.08 -0.01 0.02 0.08 0.02 -0.02 0.07 0.03 0.03 0.08 0.07 0.06 0.07 0.06 0.03 0.08 0.03 0.04 -0.61 -0.08 -0.05 -0.08 -0.11 -0.14 0.87 -0.11 0.13 0.13 0.11 0.12 0.09 -0.01 -0.17 0.00 -0.16 -0.01 0.11 0.10 0.11 0.17 0.15 0.16 0.14 0.11 0.09 0.09

---

ORCA calculation (ωB97M-V/def2-TZVPD) on C24H17CoN5OS3 as an isolated structure in a non-equilibrium geometry.

```
! RIJCOSX wB97M-V def2-TZVPD def2/J DEFGRID3
* xyz -1 1
Co 0.451 0.324 -0.925
C 4.580 -0.218 -1.602
C 3.096 -0.077 -1.667
N 2.310 -0.066 -0.645
N 2.730 -0.164 0.630
C 1.658 0.000 1.417
O 0.478 0.187 1.000
C 1.875 -0.019 2.886
C 0.819 0.334 3.721
C 0.997 0.330 5.096
C 2.223 -0.027 5.640
C 3.280 -0.372 4.807
C 3.109 -0.364 3.432
C 2.369 0.082 -2.923
C 2.966 0.032 -4.180
C 2.173 0.152 -5.306
C 0.803 0.309 -5.164
C 0.273 0.356 -3.887
N 1.033 0.263 -2.800
H 4.882 -0.319 -0.563
H 5.075 0.656 -2.031
H 4.916 -1.098 -2.156
H -0.124 0.632 3.280
H 0.177 0.616 5.741
H 2.358 -0.032 6.715
H 4.239 -0.644 5.230
H 3.921 -0.625 2.767
H 4.034 -0.106 -4.264
H 2.622 0.114 -6.291
H 0.148 0.394 -6.019
H -0.787 0.468 -3.702
S 0.477 2.773 -0.653
C -2.209 1.522 0.205
C -2.002 2.083 1.455
N -1.868 2.560 2.508
C -2.202 -1.058 -0.181
S -0.934 -1.525 -1.155
C -3.156 -1.627 0.757
N -4.175 -2.459 0.794
S -1.211 1.855 -1.145
C -3.016 0.288 -0.004
C -3.747 -0.347 1.218
C -5.032 -1.209 1.103
C -5.733 -1.050 -0.184
C -5.117 -0.439 -1.240
C -3.861 0.175 -1.204
H -3.513 0.119 2.169
H -5.655 -1.275 1.996
H -6.660 -1.586 -0.340
H -5.619 -0.465 -2.202
H -3.449 0.548 -2.135
*
```

Results
energy = -104791.2939 eV
energy above the lowest of the compared OMol25 structures with the same formula, charge and spin = 700.4 kJ/mol
orbital gap (alpha / beta) = 0.1933 / 0.1924 Ha

Charges computed using Löwdin, reported in e: -0.08 -0.03 -0.26 -0.04 0.10 -0.41 -0.11 -0.13 0.00 -0.08 -0.10 -0.10 -0.04 -0.18 -0.01 -0.07 -0.05 -0.11 0.01 0.07 0.08 0.08 0.10 0.10 0.09 0.09 0.10 0.11 0.10 0.10 0.10 0.27 -0.56 -0.37 0.11 -0.53 0.74 -0.30 0.15 0.51 -0.46 -0.08 -0.26 -0.07 -0.10 -0.03 0.14 0.12 0.09 0.10 0.09

---

ORCA calculation (ωB97M-V/def2-TZVPD) on C21H19BrClN3O6S4SbTl as an isolated structure in a non-equilibrium geometry.

```
! RIJCOSX wB97M-V def2-TZVPD def2/J DEFGRID3
* xyz -2 1
Tl -0.240 0.696 2.884
O -3.562 -3.575 2.389
C -3.054 -4.055 1.343
C -3.402 -5.316 0.825
C -2.931 -5.752 -0.397
C -1.912 -5.135 -1.064
C -1.466 -3.963 -0.591
C -2.082 -3.337 0.489
C -1.477 -2.023 1.046
O -2.305 -1.346 1.977
N -1.309 -1.119 -0.054
N -2.071 0.019 -0.101
C -2.068 0.536 -1.297
C -2.496 1.792 -1.686
Br -3.490 2.878 -0.375
C -2.076 2.268 -2.912
C -1.763 3.605 -3.133
C -1.729 4.239 -4.442
C -1.330 5.548 -4.589
C -0.788 6.274 -3.480
C -0.756 5.662 -2.232
C -1.213 4.349 -2.081
H -2.832 -2.141 2.440
H -4.069 -5.979 1.428
H -3.476 -6.536 -0.888
H -1.486 -5.566 -1.935
H -0.715 -3.374 -1.155
H -0.437 -2.108 1.462
H -0.313 -1.066 -0.421
H -1.652 -0.081 -2.158
H -2.240 1.521 -3.758
H -2.071 3.623 -5.348
H -1.408 5.997 -5.639
H -0.400 7.302 -3.687
H -0.498 6.190 -1.306
H -1.091 3.818 -1.130
S 0.144 4.603 6.483
Sb -0.936 2.342 5.939
S 1.774 3.968 4.907
S -1.925 2.643 3.902
S 1.840 1.928 4.558
O 0.999 1.581 -1.492
Cl 1.680 0.352 -1.055
O 3.019 0.378 -1.552
O 1.613 0.313 0.391
O 0.985 -0.797 -1.637
C 5.676 -2.349 0.774
C 5.747 -3.113 1.917
C 5.288 -2.436 3.097
N 4.685 -1.252 3.081
C 4.443 -0.657 1.923
C 4.875 -1.185 0.659
H 6.263 -2.648 -0.061
H 6.092 -4.125 2.011
H 5.358 -2.925 4.070
H 3.805 0.224 1.980
H 4.784 -0.692 -0.318
*
```

Results
energy = -175968.8976 eV
energy above the lowest of the compared OMol25 structures with the same formula, charge and spin = 176.4 kJ/mol
orbital gap = 0.1480 Ha

Charges computed using Löwdin, reported in e: 0.55 -0.10 -0.43 -0.06 -0.16 -0.18 -0.09 -0.06 -0.40 -0.18 -0.03 0.08 -0.26 -0.58 0.70 -0.13 -0.27 -0.06 -0.14 -0.12 -0.09 -0.08 0.09 0.10 0.08 0.07 0.11 0.13 0.09 0.15 0.15 0.12 0.11 0.09 0.11 0.08 -0.24 0.49 -0.20 -0.27 -0.28 -0.36 0.67 -0.35 -0.45 -0.38 -0.11 -0.08 -0.16 0.04 -0.13 -0.02 0.08 0.08 0.09 0.10 0.09

---

ORCA calculation (ωB97M-V/def2-TZVPD) on one molecule with the formula CH2Cl2FPS in a non-equilibrium geometry.

```
! RIJCOSX wB97M-V def2-TZVPD def2/J DEFGRID3
* xyz 0 1
C 0.341 -1.121 -0.215
F -0.718 -1.809 0.167
P 0.570 0.305 1.193
S -2.718 2.049 -0.575
Cl -0.943 1.915 0.325
Cl 2.394 1.001 0.604
H 1.129 -1.827 -0.408
H -0.056 -0.513 -1.091
*
```

Results
energy = -48953.0976 eV
energy above the lowest of the compared OMol25 structures with the same formula, charge and spin = 390.1 kJ/mol
orbital gap (alpha / beta) = 0.2262 / 0.2263 Ha

Charges computed using Löwdin, reported in e: -0.45 -0.09 0.45 -0.11 -0.12 0.16 0.08 0.09

---

ORCA calculation (ωB97M-V/def2-TZVPD) on C25H33O2V as an isolated structure in a non-equilibrium geometry.

```
! RIJCOSX wB97M-V def2-TZVPD def2/J DEFGRID3
* xyz 1 2
O -2.570 1.228 -1.172
C -2.845 1.083 -2.635
C -4.360 1.159 -2.487
H -2.482 0.139 -3.053
H -2.394 1.933 -3.178
C -4.017 1.447 -1.010
H -4.907 0.211 -2.618
H -4.820 1.987 -3.023
C -4.677 0.505 -0.026
H -4.349 -0.531 -0.172
H -5.768 0.545 -0.147
H -4.447 0.845 0.989
C -4.302 2.904 -0.686
H -3.778 3.547 -1.400
H -3.941 3.110 0.324
H -5.379 3.105 -0.738
V 1.316 0.580 1.234
C 2.894 1.972 1.836
C 3.483 1.339 0.706
C 2.708 1.636 -0.441
H 4.451 0.839 0.706
C 1.612 2.466 -0.043
C 1.727 2.693 1.366
H 1.099 3.355 1.955
H 3.340 2.020 2.828
H 2.953 1.339 -1.465
H 0.897 2.949 -0.709
C 1.680 -0.182 3.367
C 0.926 1.020 3.361
C -0.316 0.774 2.652
H 1.166 1.928 3.900
C -0.343 -0.629 2.335
C 0.874 -1.219 2.784
H 1.107 -2.278 2.777
H 2.637 -0.335 3.863
H -1.116 1.488 2.470
H -1.191 -1.160 1.929
O -2.160 -1.762 -1.525
C -1.259 -1.094 -0.622
C -0.136 -0.421 -1.415
H -0.874 -1.860 0.075
H -1.840 -0.378 -0.050
C -0.060 -1.287 -2.693
H 0.804 -0.351 -0.833
H -0.455 0.590 -1.670
C -1.346 -2.154 -2.677
H 0.840 -1.916 -2.637
H 0.036 -0.660 -3.585
H -1.050 -3.213 -2.541
H -1.937 -2.023 -3.596
C 4.570 -3.411 0.483
C 4.853 -2.507 1.509
C 4.008 -1.407 1.736
C 2.904 -1.200 0.927
C 2.613 -2.077 -0.100
C 3.460 -3.181 -0.324
H 5.228 -4.266 0.315
H 5.716 -2.652 2.153
H 4.254 -0.731 2.557
H 1.729 -1.967 -0.730
H 3.235 -3.881 -1.131
*
```

Results
expectation value of S² = 0.8833
energy = -56232.9078 eV
orbital gap (alpha / beta) = 0.2847 / 0.3002 Ha

Charges computed using Löwdin, reported in e: -0.14 -0.13 -0.06 0.10 0.13 -0.57 0.13 0.12 -0.01 0.09 0.10 0.08 -0.02 0.09 0.08 0.10 0.78 -0.14 -0.11 -0.07 0.13 -0.10 -0.15 0.13 0.14 0.14 0.13 -0.11 -0.15 -0.12 0.14 -0.10 -0.05 0.14 0.13 0.13 0.11 -0.14 -0.23 -0.16 0.11 0.09 -0.13 0.05 0.10 -0.15 0.10 0.12 0.13 0.12 -0.08 -0.06 -0.14 -0.14 -0.10 -0.07 0.11 0.11 0.10 0.06 0.11

---

ORCA calculation (ωB97M-V/def2-TZVPD) on C20H24IrN2O4P2 as an isolated structure in a non-equilibrium geometry.

```
! RIJCOSX wB97M-V def2-TZVPD def2/J DEFGRID3
* xyz 2 6
C -1.597 3.271 -2.078
C -1.432 1.957 -1.657
C -0.143 1.386 -1.727
C 0.987 2.175 -1.909
C 0.802 3.504 -2.333
C -0.498 4.041 -2.441
C 2.222 1.600 -1.307
C 2.399 0.225 -1.880
C 1.287 -0.590 -1.722
C 1.409 -1.993 -1.657
C 2.605 -2.574 -2.029
C 3.705 -1.790 -2.352
C 3.606 -0.383 -2.265
H -2.599 3.687 -2.085
H 1.676 4.131 -2.561
H -0.653 5.069 -2.786
H 3.090 2.216 -1.456
H 2.674 -3.657 -2.052
H 4.640 -2.267 -2.646
H 4.480 0.236 -2.480
N 0.097 0.057 -1.277
Ir -0.098 -0.159 0.692
C -2.507 1.210 -0.931
H -2.701 0.206 -1.340
H -3.452 1.757 -0.890
C 0.290 -2.764 -1.044
H -0.684 -2.599 -1.522
H 0.505 -3.832 -0.982
P -2.013 0.952 0.863
P 0.034 -2.299 0.723
C 1.358 -3.086 1.660
H 1.226 -2.849 2.728
H 1.240 -4.164 1.475
H 2.345 -2.750 1.308
C -1.543 -2.924 1.282
H -1.396 -4.009 1.410
H -1.809 -2.454 2.254
H -2.308 -2.723 0.508
C -1.990 2.599 1.662
H -2.966 3.067 1.517
H -1.784 2.459 2.728
H -1.206 3.220 1.220
C -3.243 -0.084 1.673
H -2.912 -0.312 2.700
H -4.183 0.480 1.712
H -3.382 -1.018 1.115
C 1.230 0.055 2.154
O 2.239 0.051 2.742
H 2.139 1.573 -0.262
O -0.643 0.324 5.069
N -0.318 0.010 3.914
O -0.178 -1.190 3.522
O -0.046 0.953 3.043
*
```

Results
expectation value of S² = 8.7979
energy = -53692.1656 eV
orbital gap (alpha / beta) = 0.2966 / 0.1777 Ha

Charges computed using Löwdin, reported in e: -0.01 -0.22 -0.18 -0.13 0.04 0.01 -0.05 -0.12 -0.18 -0.21 0.00 0.02 0.05 0.13 0.14 0.14 0.14 0.14 0.14 0.14 -0.09 1.25 -0.22 0.11 0.11 -0.23 0.11 0.11 0.74 0.68 -0.18 0.06 0.08 0.08 -0.22 0.08 0.05 0.06 -0.18 0.07 0.06 0.07 -0.21 0.07 0.08 0.04 -0.39 0.17 0.10 0.17 -0.43 -0.05 -0.11

---

ORCA calculation (ωB97M-V/def2-TZVPD) on one molecule with the formula C3H5NO2.

```
! RIJCOSX wB97M-V def2-TZVPD def2/J DEFGRID3
* xyz 0 1
O 2.074 -0.943 0.295
C 0.920 -0.590 0.239
N -0.232 -1.292 0.075
C -1.114 -0.123 -0.058
C 0.126 0.751 0.287
O 0.442 1.758 -0.637
H -0.316 -2.283 -0.101
H -1.949 -0.079 0.651
H -1.477 0.087 -1.070
H 0.080 1.164 1.303
H 1.309 1.568 -1.016
*
```

Results
energy = -8776.4512 eV
energy above the lowest of the compared OMol25 structures with the same formula, charge and spin = 120.0 kJ/mol
orbital gap = 0.4006 Ha

Charges computed using Löwdin, reported in e: 0.08 -0.45 0.09 -0.09 -0.26 0.00 0.15 0.11 0.12 0.15 0.10

---

ORCA calculation (ωB97M-V/def2-TZVPD) on a 3-piece molecular cluster, C3H11NO4 overall in a non-equilibrium geometry.

```
! RIJCOSX wB97M-V def2-TZVPD def2/J DEFGRID3
* xyz 0 1
C 1.434 -1.234 -0.199
C 0.182 -0.554 0.237
O -0.889 -1.149 0.268
N 0.217 0.761 0.590
C 1.370 1.522 0.955
O 1.898 2.292 -0.140
H 1.731 -2.074 0.419
H 2.294 -0.578 -0.252
H 1.350 -1.567 -1.237
H -0.689 1.145 0.837
H 2.206 0.895 1.196
H 1.139 2.169 1.799
H 1.190 2.851 -0.482
O -2.655 1.412 0.869
H -2.571 0.465 1.042
H -3.549 1.536 0.504
O -0.713 -2.886 -2.205
H -1.012 -2.854 -1.285
H -0.813 -1.965 -2.469
*
```

Results
energy = -12969.9469 eV
energy above the lowest of the compared OMol25 structures with the same formula, charge and spin = 107.4 kJ/mol
orbital gap = 0.3945 Ha

Charges computed using Löwdin, reported in e: 0.01 -0.50 0.03 0.09 -0.24 -0.05 0.10 0.07 0.09 0.10 0.11 0.13 0.08 -0.07 0.03 0.06 -0.07 0.02 0.03

---

What is the energy in the fifth record?
-100885.2939 eV